A.
# C2H3BrNO

2 unconnected molecules or ions with the total composition C2H3BrNO (wB97M-V/def2-TZVPD, OMol25).

Positions of all 8 atoms, in Å:
C: -0.0483 0.1151 -0.4851
C: 0.5535 0.6689 0.7753
N: -0.2367 1.3979 0.1028
O: -0.6779 2.5726 -0.1583
Br: 3.0801 0.0108 -0.1965
H: 0.4582 -0.0448 -1.3671
H: -0.8244 -0.7816 -0.3374
H: 1.4745 0.7219 1.2966

Results
Total charge: -1
Frontier orbital gap (Eh): 0.3007
LUMO (eV): 4.21
Highest occupied orbital energy (Eh): -0.14606

B.
# C2H3BrNO

A molecular structure, C2H3BrNO (wB97M-V/def2-TZVPD, OMol25).

Positions of all 8 atoms, in Å:
C: 0.7173 -0.4019 -0.1850
C: 0.2720 0.7576 0.6406
N: 0.7800 -0.1118 1.3991
O: -0.1399 -1.1761 -1.0467
Br: -2.5120 0.3139 0.0978
H: -0.9220 -0.6921 -0.6584
H: 1.6937 -0.4373 -0.5746
H: 0.1109 1.7477 0.3271

Results
Total charge: -1
Frontier orbital gap (Eh): 0.3171
LUMO (eV): 4.31
Highest occupied orbital energy (Eh): -0.15879

Which structure is the least stable? The one labeled A.